# 1
{"formula": "C6H8N4O", "method": "ωB97M-V with the def2-TZVPD basis set", "elements": ["O", "N", "N", "C", "C", "N", "H", "H", "H", "N", "C", "C", "C", "C", "H", "H", "H", "H", "H"], "positions_angstrom": [[0.2635, -0.1835, -1.2407], [0.6671, -1.3210, -1.4250], [0.4415, -2.0813, -2.4305], [1.0747, -3.2460, -2.2179], [1.6812, -3.1935, -1.0185], [1.4454, -2.0060, -0.4987], [0.9950, -3.9515, -2.9413], [2.4618, -3.7939, -0.6084], [1.5379, -1.7763, 0.4744], [0.7317, 0.0190, 1.4634], [0.1401, 0.9451, 1.1293], [-0.5820, 2.0680, 0.7552], [-2.0589, 2.1178, 1.0057], [-1.0981, 3.0680, 1.6544], [-0.4859, 2.1711, -0.2760], [-2.4672, 1.4379, 1.7268], [-2.5827, 2.5081, 0.1656], [-0.9407, 4.1774, 1.5127], [-1.2245, 3.0405, 2.7696]], "atomic_forces_ev_per_a": [[-0.5, 1.1, -0.3], [0.4, -0.9, 1.1], [-0.7, 0.9, -0.7], [0.0, 1.3, 1.3], [1.3, -1.9, -0.4], [-0.6, 1.3, -0.5], [0.2, -2.1, -1.7], [-0.1, -0.6, 0.4], [-0.2, 1.1, 0.2], [0.0, 0.1, 0.3], [1.3, -1.9, 1.6], [-0.5, -1.3, -0.1], [0.1, 1.1, 0.5], [-0.9, 3.6, 2.5], [0.8, 1.3, -1.6], [-0.5, -0.3, -0.2], [-0.8, -0.3, -0.3], [-0.6, -1.4, -0.9], [1.2, -1.0, -1.1]], "nbo_charge": [-0.50, 0.43, -0.25, -0.12, -0.08, -0.38, 0.22, 0.23, 0.46, -0.42, 0.38, -0.39, -0.36, -0.41, 0.28, 0.23, 0.22, 0.23, 0.24], "relative_energy_kj_mol": 494.8, "smiles": "[O-][n+]1ncc[nH]1.N#CC1CC1", "spin_multiplicity": 1, "largest_force_ev_per_a": 4.41, "orbital_gap_ev": 9.31}

# 2
{"formula": "C6H8N4O3S", "method": "ωB97M-V with the def2-TZVPD basis set", "elements": ["C", "C", "C", "C", "C", "C", "N", "N", "N", "N", "O", "O", "O", "S", "H", "H", "H", "H", "H", "H", "H", "H"], "positions_angstrom": [[-2.4649, -1.7846, -1.8409], [-1.2324, -0.8668, -1.0276], [0.4830, -1.0029, -0.6075], [0.0585, 0.8320, -1.9908], [-1.2293, 0.0040, 1.4276], [2.3892, 0.3514, -0.9914], [-1.1570, 0.4049, -1.6644], [-2.2477, -1.9748, 0.6597], [-1.8556, -0.6428, 0.3330], [1.0267, 0.0223, -1.2494], [0.9324, -1.8821, 0.0563], [0.4431, 1.7131, -2.7308], [-2.2673, -3.1741, -1.5541], [-3.2627, -2.4974, -0.5363], [-1.4410, -0.5833, 2.2722], [-0.1223, 0.1165, 1.2132], [-1.6580, 0.9880, 1.4916], [2.6853, 0.7517, -1.9219], [2.3793, 0.8919, -0.0760], [3.0843, -0.5180, -0.9223], [-2.0189, 0.7981, -2.1203], [-2.7022, -2.1855, 1.5748]], "atomic_forces_ev_per_a": [[3.2, 3.1, -1.8], [0.4, 0.6, 2.1], [-3.9, -1.8, -2.1], [2.7, 0.6, -0.3], [2.0, 1.2, -1.6], [0.6, -1.3, -0.8], [-2.3, 0.4, -0.9], [-1.1, -1.7, 1.0], [-1.4, -0.8, -1.7], [-1.2, -0.6, 0.0], [0.6, 0.1, 0.6], [-0.7, -0.4, 0.6], [0.7, -1.7, -0.6], [-1.4, -0.8, 2.5], [0.2, -0.4, 1.5], [-1.0, -0.2, 0.9], [0.0, 0.5, 0.5], [0.8, 1.8, -0.5], [0.9, 1.1, 0.4], [-1.1, 0.1, 0.3], [1.6, -0.6, 0.4], [0.7, 0.9, -0.7]], "nbo_charge": [-0.21, 0.12, 0.72, 0.81, -0.41, -0.42, -0.65, -0.66, -0.33, -0.49, -0.57, -0.60, -0.61, 1.18, 0.21, 0.19, 0.21, 0.24, 0.21, 0.23, 0.44, 0.40], "relative_energy_kj_mol": 276.3, "spin_multiplicity": 1, "largest_force_ev_per_a": 4.82, "orbital_gap_ev": 8.59}

# 3
{"formula": "C6H8N5O3", "method": "ωB97M-V with the def2-TZVPD basis set", "elements": ["C", "N", "C", "C", "N", "C", "O", "O", "C", "O", "N", "C", "N", "N", "H", "H", "H", "H", "H", "H", "H", "H"], "positions_angstrom": [[-0.2152, -1.2791, -2.4828], [-0.9104, -0.7619, -1.3338], [-0.4275, -0.0988, -0.1912], [-1.4213, -0.0029, 0.6675], [-2.5322, -0.5210, 0.0703], [-2.2638, -1.0278, -1.1888], [-3.0409, -1.5580, -1.9236], [-1.3187, 0.6134, 1.8633], [-0.3492, 1.3143, 2.3922], [-0.5033, 2.0187, 3.3167], [0.9741, 1.3068, 1.8606], [1.6132, 0.6357, 0.8477], [2.9394, 0.8488, 0.7562], [0.9463, 0.0890, -0.1241], [0.9065, -0.9609, -2.3760], [-0.1651, -2.4224, -2.4678], [-0.7262, -0.9714, -3.3462], [-3.3156, -0.7017, 0.7008], [1.6386, 1.6197, 2.4788], [3.3079, 1.3746, 1.5553], [3.5130, 0.6736, -0.0635], [1.3504, -0.1887, -1.0115]], "atomic_forces_ev_per_a": [[2.8, -1.7, 1.8], [-0.5, -0.1, -0.2], [0.3, -1.3, -1.6], [2.1, 0.7, -0.6], [-1.5, 0.7, 2.9], [0.2, 0.3, 0.8], [0.1, -0.4, -0.7], [-2.4, -0.8, 0.6], [1.1, 0.7, -0.3], [-0.5, 0.4, 1.2], [-0.5, -2.5, -2.5], [0.3, 1.8, -0.7], [-0.5, 0.1, 1.3], [-0.4, -0.5, -0.6], [-2.1, -0.4, -1.1], [-0.2, 1.5, 0.0], [-0.1, 0.6, -1.4], [-0.2, -0.1, -1.1], [1.1, 1.4, 2.2], [0.5, -0.4, -1.0], [-0.3, 0.0, 0.4], [0.8, 0.1, 0.5]], "nbo_charge": [-0.38, -0.41, 0.16, 0.41, -0.58, 0.76, -0.57, -0.45, 0.91, -0.47, -0.62, 0.69, -0.75, -0.52, 0.16, 0.24, 0.25, 0.45, 0.42, 0.42, 0.45, 0.44], "relative_energy_kj_mol": 9.1, "smiles": "Cn1c2c([nH]c1=O)OC(=O)NC(=[NH2+])N2", "spin_multiplicity": 1, "charge": 1, "largest_force_ev_per_a": 3.75, "orbital_gap_ev": 7.74}

Number 1: E_HOMO -0.304 hartree. Number 2: E_HOMO -0.310 hartree. Number 3: E_HOMO -0.436 hartree.